# 1
{"formula": "C21H44IrN4O3P", "method": "ωB97M-V/def2-TZVPD", "symbols": ["Ir", "P", "O", "O", "O", "N", "N", "N", "N", "C", "C", "C", "C", "C", "C", "C", "C", "C", "C", "C", "C", "C", "C", "C", "C", "C", "C", "C", "C", "C", "H", "H", "H", "H", "H", "H", "H", "H", "H", "H", "H", "H", "H", "H", "H", "H", "H", "H", "H", "H", "H", "H", "H", "H", "H", "H", "H", "H", "H", "H", "H", "H", "H", "H", "H", "H", "H", "H", "H", "H", "H", "H", "H", "H"], "coordinates": [[0.06, -0.36, -1.81], [0.27, 0.14, 1.45], [-1.72, -1.08, -2.87], [-0.37, 1.17, -3.17], [1.13, -0.83, -3.61], [1.69, 0.88, 1.66], [0.21, -0.50, -0.12], [-0.90, 1.23, 1.59], [0.05, -1.05, 2.53], [-1.96, -0.42, -4.11], [-1.01, -3.80, 2.13], [0.97, -2.25, 2.50], [-3.31, 2.61, 2.46], [4.15, 1.11, 1.97], [-0.82, 2.15, 2.76], [-2.78, 2.72, 1.03], [-2.01, 1.48, 0.63], [0.78, 1.42, -4.03], [1.18, 0.12, -4.68], [4.38, 1.45, 0.50], [3.05, 1.82, -0.20], [-2.17, 2.27, 3.45], [-1.67, 1.03, -3.83], [-1.87, -2.52, 1.97], [-2.07, -2.48, -2.85], [1.95, 2.08, 0.81], [0.26, -3.53, 2.92], [-1.36, -1.42, 2.88], [2.94, 0.21, 2.18], [1.47, -2.19, -3.97], [-4.07, 1.83, 2.49], [1.82, -2.07, 3.16], [2.73, 1.01, -0.86], [5.08, 2.28, 0.44], [1.37, -2.38, 1.48], [3.18, 2.71, -0.82], [2.49, -2.20, -4.34], [-1.78, -2.87, -1.88], [-2.15, 3.61, 0.92], [-0.76, -4.22, 1.15], [-2.08, 3.04, 4.22], [-0.08, 1.76, 3.46], [1.02, 2.38, 0.34], [5.01, 0.58, 2.38], [2.20, 0.20, -5.07], [-0.46, 3.12, 2.42], [-1.32, -0.85, -4.88], [-1.59, -4.57, 2.65], [1.55, 1.78, -3.36], [-2.99, -0.53, -4.43], [2.80, 0.02, 3.24], [0.52, -0.19, -5.49], [3.10, -0.74, 1.68], [-1.55, -3.01, -3.65], [-3.61, 2.84, 0.34], [0.05, -3.48, 3.99], [-3.81, 3.53, 2.75], [-1.68, 1.64, -4.73], [4.04, 2.02, 2.57], [-1.82, -2.16, 0.94], [2.23, 2.90, 1.48], [-2.92, -2.72, 2.19], [0.54, 2.20, -4.75], [4.84, 0.61, -0.01], [1.39, -2.79, -3.07], [-1.97, -0.53, 2.82], [-2.39, 1.44, -3.12], [0.78, -2.55, -4.74], [-3.15, -2.57, -2.98], [-2.39, 1.34, 3.97], [-2.69, 0.62, 0.62], [-1.62, 1.59, -0.38], [0.97, -4.34, 2.79], [-1.36, -1.73, 3.92]], "lowdin_charge": [1.407, 0.621, -0.366, -0.331, -0.407, -0.169, -0.361, -0.202, -0.164, -0.157, -0.168, -0.181, -0.167, -0.176, -0.173, -0.181, -0.190, -0.113, -0.145, -0.170, -0.180, -0.154, -0.095, -0.167, -0.020, -0.188, -0.178, -0.171, -0.166, -0.020, 0.115, 0.106, 0.069, 0.116, 0.108, 0.116, 0.111, 0.089, 0.120, 0.107, 0.123, 0.117, 0.104, 0.127, 0.155, 0.122, 0.123, 0.117, 0.135, 0.157, 0.121, 0.132, 0.112, 0.100, 0.122, 0.120, 0.117, 0.153, 0.121, 0.086, 0.129, 0.120, 0.152, 0.114, 0.095, 0.091, 0.144, 0.102, 0.112, 0.104, 0.119, 0.071, 0.125, 0.132], "multiplicity": 1, "energy_ha": -1716.3819, "total_charge": 2, "molar_mass_da": 623.799, "de_lowest_kj_mol": 20.4}

---

# 2
{"formula": "C21H44N5O7", "method": "ωB97M-V/def2-TZVPD", "symbols": ["O", "O", "O", "O", "O", "O", "O", "N", "N", "N", "N", "N", "C", "C", "C", "C", "C", "C", "C", "C", "C", "C", "C", "C", "C", "C", "C", "C", "C", "C", "C", "C", "C", "H", "H", "H", "H", "H", "H", "H", "H", "H", "H", "H", "H", "H", "H", "H", "H", "H", "H", "H", "H", "H", "H", "H", "H", "H", "H", "H", "H", "H", "H", "H", "H", "H", "H", "H", "H", "H", "H", "H", "H", "H", "H", "H", "H"], "coordinates": [[-1.31, -0.47, -0.10], [1.63, 0.21, -2.87], [-1.75, -0.78, 3.79], [-0.10, -3.84, 2.85], [-0.14, -1.38, 2.20], [-0.01, 1.42, -1.71], [-2.36, -2.72, 1.34], [1.98, 2.99, -0.65], [-3.07, -3.18, 4.94], [1.73, 0.41, 3.61], [-0.73, 2.02, -4.09], [1.67, 2.98, -3.36], [-3.03, -2.53, 2.59], [2.73, 2.13, -3.94], [-0.64, 0.58, -3.83], [1.59, 0.37, 2.17], [-2.88, -1.05, 2.96], [1.76, 4.39, -3.71], [4.00, 2.18, -3.09], [0.16, -0.06, 1.80], [2.21, 0.68, -4.08], [-4.51, -2.89, 2.45], [0.27, 1.29, -0.33], [1.33, 0.51, -5.33], [1.92, 1.72, 1.50], [-2.89, -4.24, 5.92], [-0.60, -1.54, 3.53], [-0.01, -0.09, 0.27], [0.25, 0.35, -2.59], [-2.36, -3.38, 3.69], [-0.84, -3.06, 3.75], [1.72, 1.69, -0.01], [0.00, -0.15, -5.00], [-2.81, -2.29, 5.33], [-0.04, -0.60, -2.13], [0.15, -1.20, -4.73], [1.34, 3.68, -0.27], [1.13, 1.49, -5.78], [2.69, 0.59, 3.88], [3.09, 0.03, -4.17], [-1.57, -1.25, 0.44], [2.39, 0.96, -0.47], [-3.47, -3.99, 6.80], [2.92, 3.30, -0.42], [-1.62, 0.15, -3.60], [-5.00, -2.21, 1.75], [4.82, 1.71, -3.62], [4.29, 3.21, -2.88], [-0.15, -3.41, 1.99], [0.72, -0.82, -0.12], [0.96, 4.94, -3.23], [0.15, -1.16, 4.23], [-2.45, -4.44, 3.42], [-0.42, 2.01, 0.13], [3.84, 1.65, -2.16], [-2.82, -0.46, 2.04], [2.71, 4.82, -3.38], [2.96, 1.98, 1.73], [1.86, -0.08, -6.07], [2.96, 2.50, -4.95], [-0.66, -0.13, -5.87], [2.28, -0.41, 1.81], [-3.73, -0.72, 3.55], [1.71, 2.88, -2.28], [-4.61, -3.91, 2.08], [1.14, 1.13, 4.02], [-1.32, 2.44, -3.38], [0.70, 2.60, -3.68], [-0.48, -3.32, 4.75], [-1.84, -4.40, 6.22], [-4.99, -2.83, 3.42], [-0.56, 0.64, 2.25], [1.28, 2.49, 1.94], [-2.50, -3.64, 1.07], [-3.27, -5.17, 5.50], [1.68, 4.52, -4.79], [-1.18, 2.17, -4.99]], "nbo_charge": [-0.748, -0.555, -0.544, -0.709, -0.570, -0.565, -0.759, -0.835, -0.641, -0.832, -0.849, -0.657, 0.236, -0.057, -0.075, -0.062, -0.107, -0.419, -0.625, 0.084, 0.094, -0.636, 0.096, -0.437, -0.424, -0.407, 0.344, 0.069, 0.364, -0.087, 0.045, -0.073, -0.412, 0.366, 0.200, 0.230, 0.376, 0.200, 0.371, 0.211, 0.520, 0.209, 0.209, 0.383, 0.215, 0.214, 0.237, 0.214, 0.485, 0.166, 0.221, 0.206, 0.210, 0.193, 0.216, 0.190, 0.216, 0.217, 0.239, 0.212, 0.225, 0.200, 0.210, 0.482, 0.207, 0.359, 0.401, 0.467, 0.189, 0.166, 0.247, 0.190, 0.198, 0.486, 0.195, 0.218, 0.389], "multiplicity": 1, "smiles": "CN[C@@H]1[C@@H](O)[C@@H](O[C@@H]2[C@@H](O)[C@H](O[C@@H]3O[C@H]([C@H](C)[NH2+]C)CC[C@@H]3N)[C@@H](N)C[C@H]2N)OC[C@@]1(C)O", "energy_ha": -1626.8555, "total_charge": 1, "molar_mass_da": 478.611, "de_lowest_kj_mol": 23.0}

---

# 3
{"formula": "C21H45BF8N5O2", "method": "ωB97M-V/def2-TZVPD", "symbols": ["F", "F", "F", "F", "F", "F", "F", "F", "O", "O", "N", "N", "N", "N", "N", "C", "C", "C", "C", "C", "C", "C", "C", "C", "C", "C", "C", "C", "C", "C", "C", "C", "C", "C", "C", "C", "B", "H", "H", "H", "H", "H", "H", "H", "H", "H", "H", "H", "H", "H", "H", "H", "H", "H", "H", "H", "H", "H", "H", "H", "H", "H", "H", "H", "H", "H", "H", "H", "H", "H", "H", "H", "H", "H", "H", "H", "H", "H", "H", "H", "H", "H"], "coordinates": [[0.60, 0.52, 1.09], [2.24, -2.01, -0.28], [3.02, 0.49, -0.32], [1.87, -0.04, -2.13], [0.25, 2.39, -1.18], [-0.43, -0.07, -0.75], [2.01, 2.38, -2.47], [0.10, -2.41, -0.25], [-0.21, 4.79, 4.91], [2.07, 2.81, 1.05], [3.11, -2.84, -5.72], [-2.89, 5.60, 2.50], [-3.86, -1.01, 3.64], [-2.85, 3.31, 2.54], [-0.83, 4.54, 2.56], [1.07, -1.63, 0.25], [2.42, -3.49, -6.83], [2.27, -2.24, -4.70], [1.51, -3.18, -3.75], [-5.47, -2.90, 3.80], [-4.65, -1.99, 2.90], [5.29, -3.92, -6.23], [-2.17, 4.48, 2.50], [-2.29, -0.33, 1.73], [-2.96, -1.56, 4.64], [-3.32, 0.04, 2.81], [4.25, -3.57, -5.18], [1.58, 2.13, -1.22], [-1.91, -2.58, 4.18], [0.75, -0.13, -0.10], [0.61, 6.66, 3.44], [1.86, -4.90, -6.59], [1.82, 0.60, -0.94], [1.41, 3.81, 1.79], [2.32, 3.10, -0.30], [-0.09, 3.73, 1.55], [-0.13, 5.32, 3.67], [1.65, 3.61, 2.84], [1.80, 4.80, 1.52], [-2.88, 0.79, 3.47], [-3.69, 5.64, 1.88], [-0.33, 4.11, 0.55], [-6.08, -2.31, 4.49], [1.96, 4.10, -0.59], [1.62, -5.36, -7.55], [-2.36, 6.46, 2.49], [3.96, -4.49, -4.65], [-2.62, -1.18, 1.12], [0.62, 7.01, 2.41], [-2.46, -0.72, 5.13], [1.10, -1.74, 1.34], [-2.14, 0.51, 1.04], [-1.32, -0.57, 2.16], [1.54, -1.59, -5.21], [0.94, -4.89, -6.00], [-2.70, 2.66, 1.76], [-1.08, -2.11, 3.65], [-4.05, -2.61, 2.22], [-6.13, -3.52, 3.20], [3.38, 3.05, -0.52], [2.58, -5.54, -6.09], [-1.50, -3.10, 5.04], [3.11, -3.54, -7.67], [1.64, 6.60, 3.81], [5.59, -3.03, -6.78], [6.17, -4.35, -5.75], [-2.34, -3.34, 3.52], [0.14, 7.44, 4.05], [2.17, -3.94, -3.32], [2.90, -1.58, -4.11], [1.11, -2.60, -2.91], [-3.84, 3.44, 2.71], [1.62, -2.82, -7.14], [-5.34, -1.42, 2.26], [0.68, -3.67, -4.23], [4.91, -4.65, -6.95], [-0.46, 3.86, 4.95], [-3.57, -2.03, 5.41], [-0.39, 2.68, 1.60], [-4.84, -3.57, 4.39], [-4.17, 0.52, 2.31], [4.71, -2.92, -4.43]], "lowdin_charge": [0.096, 0.111, 0.151, 0.156, 0.112, 0.138, 0.144, 0.108, 0.218, -0.096, -0.201, 0.241, -0.198, 0.224, 0.068, -0.287, -0.246, -0.253, -0.075, -0.084, -0.268, -0.090, -0.375, -0.081, -0.240, -0.272, -0.276, -0.402, -0.074, -0.349, 0.018, -0.081, -0.327, -0.171, -0.083, -0.080, -0.562, 0.144, 0.137, 0.093, 0.146, 0.135, 0.082, 0.151, 0.072, 0.137, 0.102, 0.082, 0.071, 0.112, 0.171, 0.052, 0.050, 0.113, 0.053, 0.112, 0.049, 0.105, 0.077, 0.154, 0.067, 0.077, 0.101, 0.088, 0.080, 0.073, 0.071, 0.087, 0.072, 0.099, 0.045, 0.132, 0.113, 0.117, 0.058, 0.065, 0.128, 0.104, 0.120, 0.068, 0.106, 0.116], "multiplicity": 1, "energy_ha": -2075.0001, "total_charge": 1, "molar_mass_da": 562.420, "de_lowest_kj_mol": 0.0}